Below is C6H10O in the gas phase, with properties calculated with ωB97M-V/def2-TZVPD.

Summary:
Spin multiplicity: 1
SMILES: C=CCOC(=C)C
Charge: 0

CARTESIAN COORDINATES (ANGSTROEM)
O  0.90152  0.08347  0.57489
C  -0.01497  1.05417  0.29535
C  -0.63540  -2.31549  -0.07135
C  -0.30639  1.86513  1.52155
C  -0.57130  1.27715  -0.89673
C  1.27680  -0.77384  -0.49103
C  0.16918  -1.70737  -0.93284
H  -1.29659  2.06773  -1.00881
H  0.59256  2.39686  1.85264
H  1.65073  -0.17766  -1.33398
H  0.04836  -1.86225  -2.00264
H  -0.62513  1.21213  2.33929
H  -1.43148  -2.97748  -0.40140
H  2.11671  -1.35176  -0.09272
H  -0.33979  0.69766  -1.78019
H  -1.09335  2.59489  1.32144
H  -0.53201  -2.14843  0.99715

Forces on atoms 1 to 6 (eV/Å):
O -0.12 0.08 0.02
C -0.08 0.19 -0.09
C 0.02 0.01 -0.15
C -0.03 0.00 0.02
C 0.15 -0.09 0.04
C 0.12 -0.09 -0.16

Below is C6H10O in the gas phase, with properties calculated with ωB97M-V/def2-TZVPD.

Summary:
Spin multiplicity: 1
SMILES: O[C@@H]1C=CCCC1
Charge: 0

CARTESIAN COORDINATES (ANGSTROEM)
O  1.55887  -0.32117  1.15790
C  -1.27817  0.76947  0.01573
C  1.27767  -0.53876  -0.23582
C  0.04373  1.51715  0.01545
C  0.00565  -1.35599  -0.45480
C  1.14941  0.94413  -0.49302
C  -1.16626  -0.73477  0.30282
H  -1.66145  0.91314  -1.00243
H  -0.20689  -1.38547  -1.53233
H  -1.01733  -0.89569  1.37708
H  -2.00772  1.22707  0.69022
H  0.95408  0.50053  1.25029
H  2.12637  -1.02155  -0.73996
H  0.06052  2.55191  0.34855
H  -2.10196  -1.23870  0.03237
H  2.10045  1.46153  -0.60134
H  0.16305  -2.39283  -0.13071

Forces on atoms 1 to 6 (eV/Å):
O -0.70 -0.03 0.76
C -0.08 0.03 0.00
C -0.11 0.28 -0.20
C -0.14 0.37 -1.12
C 0.01 0.05 -0.04
C -0.32 0.49 -0.34

Below is a molecular structure, C6H10O, with properties calculated with ωB97M-V/def2-TZVPD.

Summary:
Spin multiplicity: 1
Charge: 0

CARTESIAN COORDINATES (ANGSTROEM)
O  0.29940  -0.42230  -1.40681
C  2.02834  0.41127  0.22084
C  -0.02698  -1.32495  0.45229
C  -1.68850  0.30322  -0.26257
C  -0.47056  1.08361  0.20148
C  -0.87016  -0.96866  -0.77794
C  0.60704  0.00771  -0.03722
H  -2.27424  0.80771  -1.05192
H  -2.40767  0.03343  0.52871
H  -1.69131  -1.35484  -1.34212
H  -0.52153  1.38979  1.24438
H  -0.27382  1.94276  -0.44361
H  2.72838  -0.39905  0.00597
H  2.28389  1.27572  -0.40125
H  2.13601  0.70740  1.27078
H  0.71644  -2.13391  0.40416
H  -0.57470  -1.35890  1.39484

Forces on atoms 1 to 6 (eV/Å):
O -0.34 0.37 -0.02
C 0.05 -0.05 -0.04
C -0.25 0.15 0.15
C 0.34 -0.12 -0.01
C 0.27 0.26 0.28
C -1.67 1.26 0.45

Below is C6H10O in the gas phase, with properties calculated with ωB97M-V/def2-TZVPD.

Summary:
Spin multiplicity: 1
SMILES: C#C[C@](C)(O)CC
Charge: 0

CARTESIAN COORDINATES (ANGSTROEM)
O  -0.53592  -1.24932  1.27244
C  -0.78322  2.21165  0.69256
C  -1.58879  -0.88426  -0.87367
C  -0.73521  1.02648  0.46876
C  1.95997  0.40803  0.17826
C  0.90273  -0.51637  -0.50073
C  -0.50985  -0.39954  0.10973
H  1.67623  0.54908  1.21481
H  -1.01531  -0.81395  1.98976
H  -1.58453  -0.28411  -1.79028
H  2.97389  -0.02271  0.15951
H  2.01636  1.38541  -0.32093
H  1.16825  -1.56854  -0.35401
H  -2.59316  -0.83509  -0.43507
H  0.84575  -0.33922  -1.58498
H  -1.37383  -1.92995  -1.11388
H  -0.82335  3.26239  0.88772

Forces on atoms 1 to 6 (eV/Å):
O 0.05 0.38 0.07
C -0.12 -0.64 -0.09
C 0.07 -0.01 0.05
C -0.03 0.49 0.06
C -0.06 -0.48 -0.63
C 0.42 0.05 0.13

Below is C6H10O in the gas phase, with properties calculated with ωB97M-V/def2-TZVPD.

Summary:
Spin multiplicity: 1
SMILES: O=CCCC1CC1
Charge: 0

CARTESIAN COORDINATES (ANGSTROEM)
O  0.49595  1.96841  1.00539
C  0.08770  -0.93936  -0.66274
C  0.36421  -0.62994  0.81863
C  -0.46611  1.61189  1.65141
C  1.08152  -0.79962  -1.81442
C  -0.97792  0.21139  1.54526
C  -0.03233  0.18632  -1.66440
H  -1.69984  0.05716  0.74890
H  -0.85170  0.15758  -2.37739
H  -1.62631  0.03156  2.46493
H  2.10061  -0.46516  -1.63367
H  1.33205  -0.08097  0.84251
H  0.47662  -1.52781  1.41346
H  -0.89850  2.32305  2.38849
H  0.22305  1.17634  -1.29518
H  -0.61458  -1.75842  -0.80161
H  1.00558  -1.52243  -2.62956

Forces on atoms 1 to 6 (eV/Å):
O -0.48 0.72 0.36
C -0.37 0.01 0.32
C -0.92 0.11 0.60
C 0.61 0.34 -0.56
C 0.10 -0.16 0.28
C 1.21 -0.39 -0.84

Below is C6H10O in the gas phase, with properties calculated with ωB97M-V/def2-TZVPD.

Summary:
Spin multiplicity: 1
SMILES: C[C@]12CC[C@H]1CO2
Charge: 0

CARTESIAN COORDINATES (ANGSTROEM)
O  -1.37971  -0.71858  0.44995
C  0.45372  -1.92690  -0.68587
C  0.43522  0.29595  0.94910
C  -1.03626  0.27763  1.41882
C  0.56360  1.48469  -0.02498
C  -0.03568  0.62300  -1.16859
C  -0.08975  -0.59705  -0.20950
H  -1.59816  0.40268  2.32088
H  1.47327  -1.83097  -1.08223
H  -1.54728  1.38847  1.30891
H  -1.02381  0.91254  -1.53893
H  1.59208  1.79212  -0.20631
H  1.29784  0.02017  1.56698
H  0.63929  0.50578  -2.02381
H  -0.03153  2.34881  0.28343
H  0.46379  -2.65108  0.13322
H  -0.17662  -2.32728  -1.49103

Forces on atoms 1 to 6 (eV/Å):
O -0.41 0.25 0.09
C -0.10 0.09 0.16
C -0.08 0.34 0.20
C -1.14 3.09 -0.81
C 0.29 0.23 -0.06
C -0.04 -0.02 -0.05

Below is 2 unconnected molecules or ions with the total composition C6H10O, with properties calculated with ωB97M-V/def2-TZVPD.

Summary:
Spin multiplicity: 1
Charge: 0

CARTESIAN COORDINATES (ANGSTROEM)
O  2.20127  0.08369  1.15608
C  1.08466  0.26225  0.25246
C  2.44104  0.84379  0.11876
C  -2.29333  -0.32338  0.18519
C  -0.94174  0.13880  -0.32634
C  -0.13163  1.07963  0.60346
C  0.24459  -0.87034  -0.31987
H  -0.40024  0.96250  1.65814
H  -2.19892  -0.75583  1.18867
H  2.93818  -0.61770  -1.36156
H  0.09525  -1.65145  0.43838
H  -1.04048  0.58310  -1.32278
H  3.28515  0.01776  -1.13021
H  0.52517  -1.33938  -1.26684
H  -2.98755  0.52278  0.25044
H  -0.08207  2.14240  0.34686
H  -2.73934  -1.07862  -0.47082

Forces on atoms 1 to 6 (eV/Å):
O 0.06 0.21 0.11
C -0.14 0.10 -0.01
C -0.17 0.16 0.53
C -0.03 -0.03 0.00
C -0.15 0.02 -0.06
C -0.06 0.13 0.12

Record-wise E_HOMO values, in eV: -8.75 -9.09 -9.56 -10.08 -9.69 -9.04 -9.21
Record-wise total energy values, in Eh: -309.79937 -309.79554 -309.79278 -309.78326 -309.77193 -309.74820 -309.66584